[1]
An isolated ion of composition C3H10NS2 and charge +1. Source: the OMol25 dataset; level of theory: ωB97M-V/def2-TZVPD.

Computed properties:
Electronic energy   -971.14251 Eh
Relative energy (zero: lowest compared OMol25 entry of this formula, charge and spin)   1.416 eV
SMILES   C[C@@H]([NH3+])CSS
Highest occupied orbital energy   -12.153 eV
Net charge   +1

Cartesian coordinates (Å):
N -0.410 2.004 0.173
C 0.800 1.244 0.702
C 1.958 2.206 0.559
C 0.934 -0.035 -0.102
S -0.342 -1.102 0.516
S -1.266 -1.750 -1.136
H -0.579 2.824 0.804
H -0.383 2.242 -0.865
H -1.225 1.473 0.445
H 0.586 0.791 1.701
H 2.014 3.130 1.198
H 2.985 1.789 0.702
H 1.938 2.509 -0.532
H 0.674 0.010 -1.157
H 1.923 -0.669 0.208
H -1.473 -2.983 -0.748

The net atomic charges from natural (NBO), expressed in e, are: atom 1 (N): -0.704, atom 2 (C): -0.076, atom 3 (C): -0.662, atom 4 (C): -0.589, atom 5 (S): 0.085, atom 6 (S): -0.110, atom 7 (H): 0.453, atom 8 (H): 0.462, atom 9 (H): 0.452, atom 10 (H): 0.251, atom 11 (H): 0.254, atom 12 (H): 0.271, atom 13 (H): 0.216, atom 14 (H): 0.247, atom 15 (H): 0.286, atom 16 (H): 0.165

---

[2]
A 5-piece molecular cluster, C4H18N2O6 overall. Source: the OMol25 dataset; level of theory: ωB97M-V/def2-TZVPD.

Computed properties:
Electronic energy   -724.12445 Eh
Relative energy (zero: lowest compared OMol25 entry of this formula, charge and spin)   1.861 eV
SMILES   C[C@H](O)[C@H](N)C(N)=O.O.O.O.O
Highest occupied orbital energy   -9.898 eV

Cartesian coordinates (Å):
N 0.669 1.406 0.511
C 0.281 0.592 -0.642
C -0.245 1.293 -1.830
C -1.272 0.481 -2.734
O 0.801 1.495 -2.807
C 1.325 -0.502 -0.843
N 2.365 -0.623 0.055
O 1.323 -1.211 -1.831
H -0.115 1.990 0.761
H 1.426 2.059 0.365
H -0.662 -0.066 -0.454
H -0.697 2.281 -1.762
H -1.106 -0.562 -2.921
H -2.290 0.649 -2.449
H -1.200 0.875 -3.764
H 1.231 0.698 -3.126
H 2.205 -0.378 1.019
H 3.085 -1.290 -0.176
H 1.408 -2.331 1.767
H 0.131 -3.235 2.138
O 0.841 -2.683 2.460
H -2.745 -2.037 -0.878
H -2.838 -1.004 0.434
O -2.354 -1.623 -0.118
H -1.093 0.421 1.744
H -1.609 1.581 2.725
O -1.687 0.658 2.462
H 1.499 0.105 2.849
H 0.191 0.436 3.419
O 1.131 0.523 3.626

The net atomic charges from natural (NBO), expressed in e, are: atom 1 (N): -0.859, atom 2 (C): -0.216, atom 3 (C): 0.087, atom 4 (C): -0.640, atom 5 (O): -0.755, atom 6 (C): 0.689, atom 7 (N): -0.837, atom 8 (O): -0.626, atom 9 (H): 0.358, atom 10 (H): 0.385, atom 11 (H): 0.260, atom 12 (H): 0.208, atom 13 (H): 0.225, atom 14 (H): 0.196, atom 15 (H): 0.227, atom 16 (H): 0.485, atom 17 (H): 0.393, atom 18 (H): 0.411, atom 19 (H): 0.470, atom 20 (H): 0.485, atom 21 (O): -0.956, atom 22 (H): 0.496, atom 23 (H): 0.499, atom 24 (O): -0.984, atom 25 (H): 0.485, atom 26 (H): 0.483, atom 27 (O): -0.960, atom 28 (H): 0.447, atom 29 (H): 0.476, atom 30 (O): -0.929

---

[3]
C32H27BrInN2O5SSe as an isolated structure. Source: the OMol25 dataset; level of theory: ωB97M-V/def2-TZVPD.

Computed properties:
Electronic energy   -7285.26646 Eh
Relative energy (zero: lowest compared OMol25 entry of this formula, charge and spin)   0.000 eV
Highest occupied orbital energy   -4.284 eV
Net charge   -1

Cartesian coordinates (Å):
In 0.380 -0.138 1.180
O 1.048 -4.572 1.341
S 0.619 -3.527 0.435
O -0.160 -3.996 -0.674
N -0.107 -2.370 1.304
C -1.278 -2.712 1.930
C -1.865 -3.991 1.958
C -3.012 -4.236 2.727
C -3.617 -3.257 3.467
C -3.075 -1.946 3.475
C -3.542 -0.885 4.288
C -2.981 0.360 4.225
C -1.900 0.537 3.351
N -1.402 -0.437 2.610
C -1.936 -1.681 2.675
C 2.050 -2.678 -0.173
C 2.285 -2.724 -1.542
C 3.462 -2.173 -2.031
C 4.371 -1.580 -1.180
C 4.151 -1.600 0.196
C 2.969 -2.113 0.693
H -1.400 -4.817 1.432
H -3.424 -5.233 2.781
H -4.477 -3.469 4.084
H -4.367 -1.087 4.946
H -3.334 1.180 4.822
H -1.402 1.491 3.244
H 1.548 -3.154 -2.206
H 3.635 -2.185 -3.114
H 5.299 -1.161 -1.546
H 4.879 -1.163 0.872
H 2.760 -2.149 1.746
C -4.031 2.924 -4.785
C -3.016 1.993 -4.200
C -3.454 1.023 -3.309
C -2.569 0.174 -2.659
C -3.133 -0.811 -1.682
C -1.178 0.302 -2.912
C -0.208 -0.595 -2.262
O -0.519 -1.443 -1.432
C -0.726 1.246 -3.848
C 0.726 1.428 -4.194
C -1.664 2.088 -4.466
H -5.045 2.555 -4.647
H -3.844 3.078 -5.841
H -3.950 3.895 -4.264
H -4.522 0.929 -3.146
H -4.223 -0.773 -1.702
H -2.786 -0.635 -0.658
H -2.819 -1.833 -1.933
H 0.817 -0.568 -2.667
H 1.314 1.675 -3.300
H 0.820 2.235 -4.923
H 1.134 0.510 -4.610
H -1.324 2.836 -5.170
Se 1.267 1.388 -0.449
Br 6.534 2.696 0.913
C 4.873 3.173 1.702
C 4.562 4.506 1.804
C 3.325 4.859 2.313
C 2.435 3.877 2.699
C 2.776 2.538 2.604
C 4.004 2.158 2.086
C 1.720 1.495 2.891
O 0.601 1.898 3.228
O 1.982 0.267 2.644
H 5.224 5.252 1.411
H 3.030 5.894 2.431
H 1.450 4.125 3.054
H 4.240 1.110 1.962

The net atomic charges from natural (NBO), expressed in e, are: atom 1 (In): 1.488, atom 2 (O): -0.975, atom 3 (S): 2.339, atom 4 (O): -0.952, atom 5 (N): -1.006, atom 6 (C): 0.159, atom 7 (C): -0.212, atom 8 (C): -0.193, atom 9 (C): -0.259, atom 10 (C): -0.095, atom 11 (C): -0.105, atom 12 (C): -0.279, atom 13 (C): 0.093, atom 14 (N): -0.535, atom 15 (C): 0.201, atom 16 (C): -0.322, atom 17 (C): -0.196, atom 18 (C): -0.167, atom 19 (C): -0.207, atom 20 (C): -0.189, atom 21 (C): -0.193, atom 22 (H): 0.236, atom 23 (H): 0.208, atom 24 (H): 0.202, atom 25 (H): 0.206, atom 26 (H): 0.222, atom 27 (H): 0.255, atom 28 (H): 0.248, atom 29 (H): 0.200, atom 30 (H): 0.209, atom 31 (H): 0.215, atom 32 (H): 0.246, atom 33 (C): -0.624, atom 34 (C): 0.008, atom 35 (C): -0.239, atom 36 (C): 0.052, atom 37 (C): -0.629, atom 38 (C): -0.115, atom 39 (C): 0.421, atom 40 (O): -0.601, atom 41 (C): 0.053, atom 42 (C): -0.650, atom 43 (C): -0.241, atom 44 (H): 0.210, atom 45 (H): 0.211, atom 46 (H): 0.218, atom 47 (H): 0.194, atom 48 (H): 0.192, atom 49 (H): 0.232, atom 50 (H): 0.244, atom 51 (H): 0.142, atom 52 (H): 0.261, atom 53 (H): 0.205, atom 54 (H): 0.213, atom 55 (H): 0.195, atom 56 (Se): -0.986, atom 57 (Br): 0.012, atom 58 (C): -0.066, atom 59 (C): -0.251, atom 60 (C): -0.212, atom 61 (C): -0.183, atom 62 (C): -0.043, atom 63 (C): -0.220, atom 64 (C): 0.773, atom 65 (O): -0.713, atom 66 (O): -0.809, atom 67 (H): 0.218, atom 68 (H): 0.207, atom 69 (H): 0.234, atom 70 (H): 0.247

---

[4]
A 2-piece molecular cluster, C5H13NO overall. Source: the OMol25 dataset; level of theory: ωB97M-V/def2-TZVPD.

Computed properties:
Electronic energy   -328.27350 Eh
Relative energy (zero: lowest compared OMol25 entry of this formula, charge and spin)   1.234 eV
SMILES   CC/C=C/NC.O
Highest occupied orbital energy   -7.537 eV

Cartesian coordinates (Å):
C 1.959 1.925 -1.474
C 2.108 0.459 -1.032
C 0.776 -0.220 -0.819
C 0.411 -0.716 0.369
N -0.785 -1.349 0.670
C -1.909 -1.255 -0.237
H 2.913 2.428 -1.367
H 1.710 2.000 -2.538
H 1.212 2.425 -0.861
H 2.703 0.387 -0.114
H 2.638 -0.082 -1.816
H 0.121 -0.379 -1.669
H 1.030 -0.647 1.250
H -1.013 -1.388 1.649
H -1.792 -1.978 -1.037
H -1.989 -0.238 -0.630
H -2.824 -1.515 0.304
H -2.154 0.449 2.461
H -2.693 -0.007 3.881
O -2.423 -0.299 3.012

The net atomic charges from natural (NBO), expressed in e, are: atom 1 (C): -0.601, atom 2 (C): -0.412, atom 3 (C): -0.329, atom 4 (C): 0.008, atom 5 (N): -0.616, atom 6 (C): -0.421, atom 7 (H): 0.202, atom 8 (H): 0.201, atom 9 (H): 0.203, atom 10 (H): 0.196, atom 11 (H): 0.197, atom 12 (H): 0.196, atom 13 (H): 0.186, atom 14 (H): 0.400, atom 15 (H): 0.193, atom 16 (H): 0.181, atom 17 (H): 0.212, atom 18 (H): 0.483, atom 19 (H): 0.482, atom 20 (O): -0.961